A cluster of 14 separate species, C19H59F6N22O16 in total, computed with the ωB97M-V functional and the def2-TZVPD basis.

Values from the calculation:
- Net charge: -1
- Energy above the lowest of the compared OMol25 structures with the same formula, charge and spin: 0.0 kcal/mol
- HOMO: -0.150 hartree
- Gap between HOMO and LUMO: 3.26 eV

```
122
C19H59F6N22O16, DFT the ωB97M-V functional and the def2-TZVPD basis
O -4.02337 -2.93575 -1.55956
H -4.71888 -2.55555 -0.97976
H -4.22118 -2.64190 -2.47084
H -3.14724 -2.48205 -1.29534
C -0.73489 -1.16879 -0.37868
O -0.60867 -1.48169 1.00323
O -1.48163 -2.18825 -0.88044
C -1.23447 0.29884 -0.60188
F -0.74068 1.10484 0.36669
F -0.75770 0.78310 -1.77693
F -2.54737 0.51155 -0.53461
C 0.67682 -1.28782 1.60508
C 0.41189 -1.15303 3.08106
H 1.14228 -0.55585 3.62368
H -0.56619 -0.70389 3.23829
H 0.38717 -2.13196 3.56672
H 1.24013 -0.38318 1.33396
H 1.35817 -2.06474 1.24240
H 0.29536 -1.15186 -0.77116
C 7.29695 0.63113 2.48999
O 5.85419 0.37502 2.67420
O 7.86943 -0.37702 3.10730
C 7.62494 0.84221 0.97916
F 7.53921 2.15503 0.64611
F 8.83181 0.40108 0.64730
F 6.72594 0.23837 0.12993
C 4.99672 1.44545 2.44495
C 3.54591 1.07663 2.79354
H 2.74260 1.81729 2.80547
H 3.20489 0.26708 2.13350
H 3.52039 0.57528 3.76695
H 4.91555 1.77565 1.39953
H 5.20022 2.33159 3.06190
H 7.53854 1.62852 2.91655
C -1.31537 4.46599 0.98577
O -2.26552 3.68500 1.05508
N -1.28547 5.66904 1.61488
N -0.11037 4.08728 0.48546
H -0.54825 6.34589 1.53691
H -2.18494 6.06274 1.84471
H -0.06375 3.14185 0.15171
H 0.68295 4.69637 0.42653
C 0.21113 2.35310 5.23016
O 0.23152 1.24810 5.74535
N 0.68823 3.49872 5.80324
N -0.34221 2.53604 3.98562
H 0.68541 4.36513 5.30051
H 1.44305 3.24653 6.42401
H -0.78033 1.82801 3.43676
H -0.23568 3.45301 3.58831
C -2.18644 -6.21250 -0.80808
O -1.59069 -7.25759 -0.57722
N -3.49553 -5.95620 -0.65016
N -1.47050 -5.18535 -1.39892
H -3.79185 -5.10465 -1.07807
H -4.17597 -6.60686 -0.30658
H -0.54089 -5.47336 -1.65914
H -1.48414 -4.20391 -1.12909
C 1.95527 -5.33223 2.15922
O 2.65708 -6.00457 1.41658
N 0.71368 -5.69354 2.60061
N 2.33112 -4.08462 2.55306
H 0.45558 -5.35696 3.51092
H 0.31768 -6.52025 2.18461
H 3.19625 -3.67715 2.25030
H 1.68679 -3.47290 3.02205
C -1.05359 -3.34933 -4.90794
O -0.67017 -4.17812 -5.72755
N -2.06751 -2.49071 -5.19504
N -0.45203 -3.22155 -3.71385
H -2.53803 -1.92840 -4.50858
H -2.58267 -2.64541 -6.04391
H -0.61996 -2.59124 -2.93897
H 0.38173 -3.72828 -3.47141
C -0.25343 4.24888 -3.55514
O -1.44691 4.53439 -3.61515
N 0.26932 3.26307 -2.79431
N 0.65944 4.88534 -4.35126
H -0.30802 2.62490 -2.28810
H 1.27349 3.18159 -2.85354
H 1.63657 4.69047 -4.48313
H 0.35287 5.71029 -4.83493
C -4.00836 0.83085 2.23871
O -4.77552 -0.03691 2.65912
N -4.36602 1.54267 1.13345
N -2.85529 1.27384 2.80210
H -3.88394 2.42426 1.00218
H -5.15030 1.25277 0.58844
H -2.26965 1.86862 2.23673
H -2.48316 0.47352 3.30096
C -4.49746 3.48860 -1.70758
O -4.92465 4.60618 -1.42372
N -3.20496 3.17061 -1.90310
N -5.40263 2.45216 -1.73103
H -2.61149 3.77972 -1.36685
H -2.82269 2.42379 -2.44415
H -6.31708 2.72296 -1.41578
H -5.09166 1.50039 -1.67025
C -2.67203 -3.48715 2.56560
O -3.32501 -4.41472 3.04225
N -1.58287 -3.68335 1.77029
N -2.98250 -2.16218 2.70856
H -1.27475 -3.23309 0.92295
H -1.36867 -4.66859 1.82776
H -3.68704 -1.84150 3.34817
H -2.14115 -1.68542 2.41093
C 1.18818 0.28986 -5.87115
O 1.50575 -0.21706 -6.93578
N -0.06683 0.11145 -5.37179
N 1.95301 1.18827 -5.17475
H -0.29751 0.33079 -4.42096
H -0.69593 -0.34329 -6.00743
H 1.74733 1.37309 -4.20843
H 2.76256 1.64830 -5.54573
C 3.20428 1.73189 -1.75262
O 3.31819 2.67737 -2.54550
N 3.32767 0.45703 -2.20452
N 2.95310 1.82417 -0.43152
H 3.58665 -0.30536 -1.60465
H 3.41167 0.40802 -3.20667
H 2.94587 2.69533 0.06490
H 2.74918 0.99062 0.09029
```


A cluster of 15 separate species, C19H59F7NO16 in total, computed with the ωB97M-V functional and the def2-TZVPD basis.

Values from the calculation:
- Net charge: -1
- HOMO: -0.194 hartree
- Gap between HOMO and LUMO: 7.08 eV

```
102
C19H59F7NO16, DFT the ωB97M-V functional and the def2-TZVPD basis
O 1.23437 2.93359 -0.69209
C 1.08419 2.18168 0.28096
O 1.85896 2.02539 1.25624
C -0.19419 1.30540 0.27581
N -1.43203 2.07280 0.06442
C -1.99413 2.58869 1.24125
F -1.36064 3.70919 1.72058
F -2.07342 1.69438 2.24404
C -3.46204 3.03028 0.93801
F -3.51972 3.84248 -0.12022
F -3.92036 3.69746 2.03334
C -4.46013 1.85578 0.73256
F -5.61133 2.38973 0.26338
F -4.06945 0.95334 -0.15811
F -4.76287 1.22585 1.86581
H -0.09218 0.64800 -0.59778
H -0.20948 0.65071 1.14688
H -1.21950 2.88110 -0.52569
C 0.08614 2.62832 -3.75165
O -1.11122 2.82056 -2.97186
H 0.87007 2.27855 -3.09843
H -0.09818 1.88163 -4.52727
H 0.38776 3.57198 -4.20444
H -1.79544 3.12860 -3.57102
C 1.08984 1.70682 5.01386
O 2.26221 2.25792 4.43412
H 1.16273 1.79905 6.09778
H 0.20559 2.25026 4.66689
H 0.99707 0.64935 4.75123
H 2.14590 2.16261 3.48066
C 1.10585 -2.26308 3.51085
O 0.16404 -1.40335 2.89369
H 2.09398 -1.82367 3.38911
H 0.88805 -2.36683 4.57817
H 1.09245 -3.25127 3.03959
H -0.70942 -1.79317 3.00222
C -1.64565 2.84626 7.20090
O -2.24968 1.67237 6.64638
H -0.88407 2.53748 7.91367
H -1.18451 3.43272 6.41001
H -2.39875 3.44818 7.71428
H -2.91632 1.96390 6.01688
C -1.62274 -0.57388 -6.11543
O -0.40985 -0.02367 -5.63268
H -2.42094 0.14062 -5.92538
H -1.55980 -0.76109 -7.19277
H -1.85441 -1.51149 -5.59715
H 0.28860 -0.66600 -5.80505
C 5.18332 1.43051 -0.72565
O 3.82711 1.14444 -0.98672
H 5.70871 1.46908 -1.67985
H 5.28031 2.39825 -0.22280
H 5.63295 0.64971 -0.10149
H 3.33742 1.12382 -0.15252
C -5.03067 -0.32261 7.00085
O -4.20503 -0.12830 8.13671
H -5.85152 -0.97907 7.28439
H -5.44231 0.63145 6.65559
H -4.46427 -0.78998 6.18958
H -3.48440 0.45539 7.86436
C -2.06703 5.85884 4.55432
O -1.73919 5.75765 5.94158
H -2.91191 5.20330 4.35707
H -2.34460 6.88542 4.30125
H -1.22260 5.54551 3.93710
H -0.99120 6.33876 6.10428
C -3.46324 -3.44300 4.31728
O -2.27113 -3.00029 3.68436
H -3.31154 -3.40171 5.39352
H -4.30171 -2.79492 4.04838
H -3.69024 -4.47194 4.02567
H -2.41978 -3.03958 2.73080
C 3.85555 4.08443 -2.79706
O 2.48831 3.78646 -3.00719
H 4.35318 4.14004 -3.76649
H 3.95954 5.04825 -2.28481
H 4.32130 3.30334 -2.19188
H 2.07136 3.73882 -2.12875
C -3.26640 -3.11548 -0.75587
O -3.54283 -2.81812 0.61001
H -2.44240 -3.82377 -0.78811
H -4.14288 -3.56182 -1.23334
H -2.97999 -2.20796 -1.29165
H -4.27022 -2.18947 0.62746
C 2.44396 -3.28087 -5.38643
O 1.44589 -2.45832 -5.99094
H 3.41177 -2.81010 -5.53809
H 2.25459 -3.37389 -4.31462
H 2.44898 -4.27108 -5.84828
H 0.59762 -2.88879 -5.84725
C 3.32124 -6.46232 -8.32497
O 2.12175 -6.27992 -7.57211
H 4.10493 -6.77929 -7.64513
H 3.17405 -7.23025 -9.08989
H 3.61617 -5.52195 -8.79782
H 1.43711 -5.99740 -8.18433
C 7.29874 -6.25819 -5.99912
O 5.92988 -6.58002 -6.22630
H 7.80069 -6.21894 -6.96270
H 7.38680 -5.28509 -5.51023
H 7.77410 -7.02270 -5.37925
H 5.49438 -6.61181 -5.36945
```


A cluster of 16 separate species, C19H66F3O17 in total, computed with the ωB97M-V functional and the def2-TZVPD basis.

Values from the calculation:
- Net charge: -1
- Energy above the lowest of the compared OMol25 structures with the same formula, charge and spin: 58.8 kcal/mol
- HOMO: -0.237 hartree
- Gap between HOMO and LUMO: 8.52 eV

```
105
C19H66F3O17, DFT the ωB97M-V functional and the def2-TZVPD basis
C 2.23009 0.07993 -0.90399
C 1.08947 -0.80719 -1.55756
O -0.17158 -0.53964 -1.05595
C -1.15919 -1.42026 -1.38647
O -1.45384 -2.22659 -0.33461
C -2.44866 -0.65030 -1.62528
F -2.85617 0.01391 -0.50449
F -2.22328 0.28089 -2.56881
F -3.37372 -1.52902 -2.07576
H 1.93860 0.38535 0.05326
H 2.51362 1.00311 -1.39660
H 3.08844 -0.55600 -0.76062
H 1.29637 -1.81708 -1.31703
H 1.16068 -0.65362 -2.58804
H -0.88208 -2.02562 -2.20452
C 3.15924 1.95686 3.37104
O 2.38460 1.21986 2.49604
H 2.59343 2.11485 4.30254
H 3.34849 2.97197 3.18516
H 4.05288 1.35415 3.50198
H 2.41879 0.30367 2.82661
C -3.22021 -4.91343 0.19074
O -2.92933 -3.79351 1.00162
H -2.32042 -5.50315 0.09315
H -3.52620 -4.49004 -0.79933
H -4.06372 -5.48457 0.59865
H -2.23753 -3.20103 0.62698
C 2.43925 -1.89724 1.74794
O 2.94998 -1.40129 2.92539
H 3.13605 -1.55535 0.83411
H 1.53050 -1.43333 1.50493
H 2.38037 -3.00474 1.83405
H 3.74244 -1.88926 3.15191
C 4.78095 2.36874 -2.12716
O 5.63428 3.41115 -1.67115
H 3.84897 2.78525 -2.52172
H 4.47048 1.82178 -1.22160
H 5.21691 1.83543 -2.95071
H 6.42467 2.98954 -1.40167
C -0.63722 0.73673 1.88891
O -0.92921 -0.58545 1.83759
H 0.01432 1.03109 1.01751
H -0.21147 1.01558 2.80114
H -1.55176 1.32483 1.81099
H -1.05138 -0.70743 0.89654
C 5.74265 0.03273 2.09876
O 4.90305 0.31042 1.01944
H 5.25614 -0.78507 2.75251
H 5.79719 0.83672 2.79757
H 6.70176 -0.26674 1.68411
H 4.00527 0.34819 1.38648
C -4.86089 2.06065 1.24688
O -5.38937 3.39118 1.00421
H -4.84284 1.62230 2.25626
H -3.81881 2.11281 0.89735
H -5.63830 1.50133 0.70294
H -6.26803 3.36062 1.33783
C 2.35612 3.54091 0.43732
O 1.19104 3.31313 1.17622
H 2.82044 4.37599 0.88979
H 2.12858 3.70986 -0.63095
H 3.01396 2.62693 0.53499
H 1.35180 2.59214 1.82674
C 0.88642 -4.55089 -0.66129
O 0.43921 -3.88985 0.53405
H 0.19444 -4.38922 -1.49030
H 1.01926 -5.60899 -0.54070
H 1.81720 -4.20257 -1.08412
H -0.27738 -3.24937 0.24554
C -3.97886 -1.14471 2.90061
O -4.51622 -2.48829 2.86640
H -4.55011 -0.59277 3.64671
H -3.96353 -0.54368 1.97462
H -2.95772 -1.25450 3.03306
H -3.93384 -3.02373 2.26524
C 5.01169 -2.78323 -0.91416
O 5.87435 -1.74402 -0.46615
H 5.57953 -3.68614 -1.12355
H 4.44994 -2.54668 -1.78065
H 4.28922 -3.06140 -0.17229
H 5.40898 -1.11742 0.11699
C 0.74682 1.67278 -3.99234
O 0.91856 2.89398 -3.42147
H 0.53471 1.74529 -5.09174
H 0.03691 1.05902 -3.53362
H 1.60599 1.12484 -3.92661
H 0.65742 2.81746 -2.51560
C -1.41982 3.14265 -1.42309
O -0.30729 2.38027 -0.98807
H -1.29350 4.13616 -1.78735
H -2.21521 3.17542 -0.65230
H -1.75478 2.64742 -2.29642
H -0.48690 1.39845 -0.77000
C -4.68535 2.68710 -1.94234
O -4.68969 1.34649 -1.65241
H -4.27074 3.19726 -1.11109
H -5.74973 3.01378 -2.08847
H -4.08030 2.93056 -2.84844
H -3.81445 0.99642 -1.55490
C -5.82903 -1.29069 -0.30558
O -6.71706 -0.31601 -0.58648
H -5.66834 -1.96490 -1.13486
H -6.22050 -1.93926 0.49506
H -4.84322 -0.90018 -0.04230
H -6.29372 0.31952 -1.12377
```


A cluster of 14 separate species, C19H66O19 in total, computed with the ωB97M-V functional and the def2-TZVPD basis.

Values from the calculation:
- Energy above the lowest of the compared OMol25 structures with the same formula, charge and spin: 7.3 kcal/mol
- HOMO: -0.356 hartree
- Gap between HOMO and LUMO: 10.16 eV

```
104
C19H66O19, DFT the ωB97M-V functional and the def2-TZVPD basis
C 15.79260 9.78347 12.44436
C 14.62905 10.20965 13.44104
O 14.89156 11.45846 14.10665
O 16.42291 10.93224 11.85995
H 15.28716 9.27921 11.61456
H 16.50210 9.12378 12.95249
H 14.54049 9.33088 14.16211
H 13.69938 10.30716 12.91547
H 14.71947 11.43580 15.08367
H 16.94263 10.61307 11.11012
C 13.29171 14.61475 12.01771
C 14.55735 14.13787 11.26876
O 14.40961 12.72721 11.17939
O 13.46850 14.05527 13.36247
H 12.37115 14.17677 11.58361
H 13.23168 15.68077 12.17502
H 15.45514 14.43649 11.83624
H 14.65096 14.57942 10.23578
H 15.21908 12.30917 11.40173
H 13.87726 13.14662 13.20113
C 7.23824 8.62824 9.51250
C 7.87183 8.57051 10.90184
O 9.16101 7.99453 10.83468
O 8.16948 9.07408 8.58557
H 6.27294 9.14885 9.53429
H 6.94823 7.61379 9.13856
H 7.17763 8.01413 11.58919
H 8.02654 9.59295 11.25761
H 9.53676 8.36109 10.02553
H 8.25453 10.06622 8.60060
C 10.38512 11.78214 6.51377
C 9.00710 11.95040 7.16085
O 9.05047 11.55926 8.54199
O 11.23580 12.73155 7.00239
H 10.35448 11.84029 5.43734
H 10.70322 10.75302 6.71154
H 8.23278 11.36102 6.62673
H 8.72186 13.03868 7.14135
H 9.27837 12.34469 9.13551
H 11.87635 12.27938 7.57150
C 8.82985 16.04474 12.39562
C 8.92909 17.44711 12.94919
O 9.62017 17.51407 14.17462
O 10.00171 15.31159 12.33785
H 8.34573 16.07246 11.39379
H 8.04025 15.40377 12.96421
H 7.87293 17.75543 13.14539
H 9.42395 18.19048 12.24832
H 10.39181 16.95388 14.20271
H 10.26593 14.90876 13.17272
C 6.34670 10.55186 15.13486
O 6.99221 11.79070 14.79172
H 6.68155 10.17089 16.11930
H 5.26573 10.73444 15.03567
H 6.61151 9.73512 14.48885
H 7.62351 11.75410 14.02862
C 10.74709 14.18781 15.76283
O 11.06056 13.90062 14.41381
H 11.63815 14.73114 16.20349
H 9.84475 14.83081 15.80669
H 10.51627 13.26294 16.27826
H 12.01686 13.99433 14.15806
C 11.81966 7.11887 12.09090
O 10.72888 7.35378 12.96725
H 11.84493 6.14594 11.56984
H 11.93014 7.88293 11.30539
H 12.75362 7.21644 12.68723
H 10.07877 7.65865 12.29961
C 10.99987 10.00310 15.60542
O 11.62180 9.14354 14.67535
H 10.70373 9.46692 16.49650
H 11.70698 10.77987 15.83964
H 10.10504 10.47722 15.19111
H 11.08376 8.35219 14.44617
C 11.18461 11.34651 11.91953
O 9.96542 11.92827 12.38624
H 11.45543 10.41095 12.41795
H 11.01901 11.19126 10.86074
H 11.93164 12.10200 11.98634
H 10.16740 12.41814 13.16060
C 10.52604 14.92315 8.91863
O 9.69231 13.92673 9.58624
H 10.73484 15.78914 9.47240
H 11.52560 14.46676 8.71383
H 10.17990 15.19231 7.92193
H 9.19938 14.29279 10.33460
C 6.49121 12.15067 10.90700
O 7.65922 12.83133 11.27854
H 5.69320 12.83507 10.79909
H 6.57856 11.62041 9.92321
H 6.06966 11.43237 11.57715
H 8.38716 12.23752 11.54837
C 13.46496 10.55409 8.95351
O 13.07037 10.36064 7.65399
H 14.56836 10.47123 9.04860
H 13.19548 11.47143 9.49788
H 13.08490 9.71306 9.50587
H 12.34540 9.64838 7.65000
C 10.70744 7.01430 7.94023
O 10.85024 8.41718 8.16931
H 10.39746 6.48337 8.86212
H 9.98784 6.74957 7.21094
H 11.64848 6.63181 7.55624
H 9.98401 8.77072 7.91879
```